No. 1
{"formula": "C5H27NO9", "method": "the ωB97M-V functional and the def2-TZVPD basis", "largest_force_ev_per_a": 3.638, "smiles": "CCC[C@H](N)C=O.O.O.O.O.O.O.O.O", "orbital_gap_ev": 9.39, "symbols": ["C", "C", "C", "C", "N", "C", "O", "H", "H", "H", "H", "H", "H", "H", "H", "H", "H", "H", "O", "H", "H", "O", "H", "H", "O", "H", "H", "O", "H", "H", "O", "H", "H", "O", "H", "H", "O", "H", "H", "O", "H", "H"], "xyz": [[1.97515, -2.36088, -0.60945], [1.59482, -1.29464, -1.61709], [0.18688, -0.98060, -2.04414], [-0.06190, 0.47708, -2.70320], [-0.41797, 1.46736, -1.56887], [-1.42071, 0.40734, -3.36272], [-1.68323, 0.58355, -4.51391], [2.26035, -2.13779, 0.39132], [1.16472, -3.13885, -0.37048], [2.80212, -3.00645, -0.86230], [2.05958, -1.65469, -2.53777], [2.00587, -0.30308, -1.30061], [0.00971, -1.76230, -2.80557], [-0.61607, -0.92960, -1.32472], [0.83732, 0.72942, -3.21599], [-0.55182, 2.38738, -1.97470], [-1.18280, 1.13389, -1.02246], [-2.24102, 0.33988, -2.61012], [2.20502, -0.89834, 2.17996], [2.30027, -0.40335, 2.99378], [2.31679, -0.23407, 1.45546], [-2.24554, -0.97092, 0.09983], [-3.11818, -0.97050, 0.49461], [-1.87574, -1.87780, 0.19130], [1.60551, 3.36470, -0.39039], [1.21954, 4.19979, -0.72274], [1.14021, 2.75878, -0.98681], [1.52600, 1.42186, 1.44616], [2.35073, 1.76159, 1.05441], [0.88310, 1.98305, 0.93954], [-2.86983, 0.30081, 3.65062], [-2.29129, 0.19680, 2.88668], [-2.42038, 0.99489, 4.14020], [-0.55791, -0.39613, 2.43410], [0.40918, -0.65478, 2.36138], [-0.51536, 0.41190, 1.91021], [-1.57747, 2.39012, 0.75007], [-1.58352, 1.88989, 1.58018], [-1.73718, 3.31294, 0.96733], [-0.83430, -3.13597, 1.39065], [-1.16658, -2.37884, 1.91518], [0.11590, -3.02343, 1.31107]]}


No. 2
{"formula": "C22H16AuBrClN4", "method": "the ωB97M-V functional and the def2-TZVPD basis", "charge": 1, "largest_force_ev_per_a": 1.506, "orbital_gap_ev": [5.16, 5.17], "symbols": ["Au", "N", "C", "C", "C", "C", "C", "C", "C", "C", "C", "C", "C", "C", "N", "C", "C", "C", "C", "N", "H", "H", "H", "H", "H", "H", "H", "H", "H", "H", "Cl", "C", "H", "H", "Br", "C", "C", "C", "N", "C", "C", "H", "H", "H", "H"], "xyz": [[-2.13572, -0.48384, -0.37440], [6.42142, 4.06975, 3.36825], [5.49097, 3.54554, 2.93873], [4.31646, 2.88228, 2.39739], [3.11093, 2.93524, 3.08842], [1.99265, 2.30233, 2.56963], [2.07467, 1.62575, 1.35812], [3.28007, 1.57712, 0.66849], [4.40316, 2.19995, 1.18867], [0.86221, 0.95084, 0.79889], [0.22367, 1.57759, -0.27471], [0.59573, 2.77835, -0.90074], [-0.30370, 3.02576, -1.92990], [-1.21880, 1.97283, -1.91921], [-0.89815, 1.09345, -0.95536], [0.48097, -0.24907, 1.38487], [1.12506, -0.93292, 2.44275], [0.38359, -2.06320, 2.72629], [-0.69751, -2.06056, 1.83075], [-0.64763, -0.98454, 1.03605], [3.05379, 3.46969, 4.02782], [1.05055, 2.33763, 3.10599], [3.34216, 1.04520, -0.27468], [5.34716, 2.16140, 0.66111], [1.44141, 3.38640, -0.61020], [-0.30434, 3.85205, -2.62678], [-2.05998, 1.80835, -2.58275], [2.03569, -0.60691, 2.92891], [0.58355, -2.82006, 3.47136], [-1.48045, -2.80398, 1.72994], [-4.11415, 1.32771, 0.97021], [-4.21080, 0.03530, -0.13827], [-4.61192, 0.33358, -1.10238], [-4.65260, -0.85874, 0.30081], [-2.06654, -5.74541, -4.75941], [-2.15476, -4.32913, -3.55360], [-3.28454, -4.15567, -2.77199], [-3.31096, -3.09196, -1.89675], [-2.28607, -2.23126, -1.78010], [-1.19565, -2.41221, -2.53820], [-1.09125, -3.44983, -3.44036], [-4.12692, -4.83175, -2.84082], [-4.17763, -2.91780, -1.27062], [-0.38778, -1.69831, -2.41402], [-0.19798, -3.56692, -4.03822]]}


Q: Which relative energy (zero: lowest compared OMol25 entry of this formula, charge and spin) values were calculated for the entries above? A: 335.98, 46.18, in kJ/mol.